Entry from the OMol25 dataset: a molecular structure, C71H156F24N13O22S8 at a distorted geometry (wB97M-V/def2-TZVPD).

As for the HOMO energy: -16.27 eV. The spin multiplicity is 1. As for the lowest unoccupied orbital energy: -8.95 eV. The total energy is -292411.804 eV. The charge is +5.

Geometry as XYZ:
```
294
Properties=species:S:1:pos:R:3:forces:R:3
C -8.49766 1.69819 2.59041 0.4 -0.7 -0.1
C -8.36630 0.23605 3.16765 0.2 0.9 -0.1
N -7.22510 0.09490 4.21388 -0.3 0.2 1.4
C -7.56703 1.00323 5.44105 -0.3 -0.9 -0.7
C -7.18775 -1.40680 4.66343 0.2 0.6 1.0
C -6.33088 -1.65163 5.95691 -0.5 1.0 -0.9
C -5.80253 0.56611 3.83203 0.3 -1.4 -0.7
C -5.10260 -0.28262 2.70748 -1.4 0.6 0.6
O -5.86909 -0.21637 1.49612 1.0 0.1 -0.4
C -5.10008 -0.69781 0.37700 -0.3 0.0 0.6
H -8.97217 2.47121 3.19489 -0.2 -0.6 0.6
H -9.09902 1.70642 1.68134 0.2 -0.4 -0.1
H -7.52039 2.11684 2.35002 0.1 -0.3 -0.3
H -8.21102 -0.57416 2.45522 0.6 0.6 -0.5
H -9.30604 -0.10893 3.59888 0.1 0.4 0.8
H -7.61867 2.02280 5.05906 0.1 -0.2 0.3
H -6.83541 0.86570 6.23724 0.2 0.3 -0.5
H -8.52088 0.68044 5.85827 -0.1 0.1 -0.3
H -6.88734 -1.99921 3.79919 0.4 0.2 0.0
H -8.20608 -1.75138 4.84332 -0.2 0.6 0.1
H -5.31596 -1.28174 5.81123 0.4 -0.8 -0.1
H -6.45601 -2.68009 6.29563 0.4 0.0 -0.3
H -6.63652 -1.02985 6.79838 -0.6 -0.2 -0.1
H -5.22425 0.47459 4.75144 0.1 -0.3 -0.1
H -5.73216 1.63588 3.63518 -0.7 -0.1 -0.4
H -5.03028 -1.33210 2.99286 0.0 -0.1 0.2
H -4.08006 0.08795 2.63544 0.1 0.3 -0.3
H -5.68533 -0.77093 -0.53965 -0.4 0.2 0.4
H -4.71903 -1.69230 0.60910 0.1 -0.3 0.0
H -4.24280 -0.05811 0.16733 0.1 0.2 0.1
C -1.19294 -2.63712 -0.19345 -0.4 0.0 -0.6
C 0.24003 -2.17996 -0.45237 -0.9 0.7 0.5
N 0.35594 -0.62511 -0.49955 -0.4 0.8 -0.4
C -0.01782 -0.03623 0.84443 0.7 0.0 0.2
C 1.84843 -0.26732 -0.76385 0.5 -0.3 0.1
C 2.43332 -0.66985 -2.10918 -0.8 -0.8 -0.1
C -0.58479 0.00615 -1.55837 -0.4 0.3 -0.5
C -0.41746 1.50617 -1.85886 2.5 0.0 -0.1
O -0.55871 2.43615 -0.81948 0.0 0.1 0.5
C -1.91720 2.67952 -0.56257 -0.3 0.0 1.2
H -1.82029 -2.42187 -1.05844 -0.3 0.4 0.2
H -1.59996 -2.26706 0.74755 0.0 0.4 -0.2
H -1.31782 -3.71744 -0.11992 0.8 -0.2 0.0
H 0.60794 -2.57588 -1.39893 0.2 0.1 0.1
H 0.81414 -2.47678 0.42536 0.6 0.1 -0.4
H -1.08920 0.01927 1.03720 0.1 -0.3 -0.4
H 0.37036 0.98204 0.86774 -0.1 -0.2 0.0
H 0.46624 -0.63376 1.61692 0.0 0.1 0.1
H 2.43436 -0.77944 -0.00063 -0.4 -0.2 0.2
H 2.10047 0.77750 -0.58238 -1.0 0.2 0.1
H 3.36570 -0.12691 -2.26404 -0.1 -0.1 -0.1
H 1.75176 -0.53771 -2.94948 0.1 0.5 -0.1
H 2.60818 -1.74535 -2.13795 0.4 0.0 0.1
H -1.64702 -0.07229 -1.32679 0.2 -1.0 0.6
H -0.40844 -0.51144 -2.50130 -0.1 -0.1 0.0
H -0.96800 1.88310 -2.72078 -0.5 -0.9 -0.1
H 0.63038 1.59463 -2.14576 0.1 0.3 -0.1
H -2.05975 3.26591 0.34514 0.6 0.5 -0.1
H -2.37462 1.74968 -0.22453 -0.6 -0.2 -0.7
H -2.39263 3.20565 -1.39035 -0.2 -0.5 -0.1
C 0.51338 -5.63126 -1.67372 2.8 -0.6 -0.7
N 1.97583 -6.11952 -2.13498 0.5 0.1 1.5
C 1.91750 -6.39300 -3.62071 -0.9 0.0 1.5
C 2.99838 -5.01393 -1.78034 -0.6 -0.3 -1.9
C 2.39153 -7.43263 -1.37181 -2.1 1.5 -1.2
C 2.61888 -7.17913 0.09633 -0.5 -1.6 -0.3
O 2.51315 -8.49282 0.62035 1.2 0.1 1.0
H 0.58644 -5.39567 -0.61200 -0.1 -0.1 -0.1
H -0.15085 -6.46566 -1.89886 -0.1 0.4 0.0
H 0.36004 -4.73565 -2.27578 -0.4 -0.2 0.0
H 1.56526 -5.44005 -4.01557 0.9 -0.1 -0.9
H 1.09453 -7.08944 -3.78132 0.0 -0.1 0.1
H 2.83195 -6.91742 -3.89796 0.1 0.8 -0.5
H 2.83633 -4.23503 -2.52542 -0.7 0.6 0.4
H 3.99893 -5.29255 -2.11105 0.1 -0.8 0.7
H 2.94040 -4.69414 -0.73992 0.0 -0.2 -0.2
H 3.14119 -8.03113 -1.88941 0.5 0.7 0.0
H 1.46982 -7.98599 -1.55166 -0.1 -0.4 0.5
H 1.87606 -6.51575 0.53930 -0.1 0.2 0.0
H 3.60525 -6.76448 0.30425 0.0 -0.3 0.3
H 1.66870 -8.94141 0.53511 -0.2 0.4 -0.2
C -5.93007 -6.73249 -0.80519 0.9 1.2 0.3
N -4.44981 -6.28594 -1.01142 0.9 -0.8 -1.7
C -3.90167 -5.49198 0.15838 -0.6 -1.0 0.0
C -3.59692 -7.51894 -1.30461 0.0 -0.6 0.8
C -4.42381 -5.41737 -2.25881 -0.8 -1.0 -2.5
C -3.34309 -5.60092 -3.34569 2.1 3.0 0.9
O -2.17584 -4.78865 -2.91734 -0.4 -3.1 1.5
H -6.39563 -5.74756 -0.76970 -0.7 -0.4 0.4
H -6.04265 -7.32995 0.09951 0.2 0.3 0.1
H -6.34032 -7.29082 -1.64665 0.6 0.1 -0.2
H -3.95381 -6.19032 0.99366 -0.2 0.4 0.3
H -4.50736 -4.59231 0.26714 -0.2 -0.3 0.2
H -2.86205 -5.17665 0.06972 -0.1 -0.4 -0.8
H -3.64133 -8.19787 -0.45303 0.2 0.4 0.4
H -2.57154 -7.26578 -1.57407 -0.2 0.3 0.4
H -3.96392 -8.18600 -2.08463 -0.6 0.8 -0.4
H -4.57087 -4.35015 -2.09295 0.3 -0.2 0.6
H -5.28408 -5.72839 -2.85152 -0.5 0.0 0.4
H -3.69921 -5.12190 -4.25772 -0.5 -0.1 0.0
H -3.00548 -6.59325 -3.64467 -0.2 0.0 0.5
H -1.99255 -3.96118 -3.36822 -0.7 0.5 -0.9
C 6.88693 -0.73476 -1.67710 0.6 -1.4 -0.3
N 7.20807 -2.09666 -2.39903 -0.5 0.6 0.5
C 5.94074 -2.99048 -2.36716 1.1 0.6 -0.4
C 7.58232 -1.75991 -3.83335 -0.4 -0.3 0.1
C 8.42123 -2.90243 -1.77516 -1.0 -0.4 0.3
C 8.24192 -3.16660 -0.29048 0.6 0.2 1.4
O 7.16627 -3.97081 0.07955 -0.9 -0.4 -2.5
H 6.13814 -0.16803 -2.23048 0.2 -0.4 -0.4
H 7.81761 -0.16826 -1.64566 -0.1 0.0 0.1
H 6.49748 -0.95151 -0.68239 0.3 -0.1 -0.1
H 5.48904 -3.04209 -1.37649 0.6 -0.1 0.0
H 6.31528 -3.95847 -2.70006 -0.5 -0.1 0.1
H 5.20643 -2.58695 -3.06432 0.2 0.1 -0.2
H 6.71904 -1.37245 -4.37439 0.0 0.4 0.3
H 7.87160 -2.65999 -4.37582 0.3 -0.1 0.3
H 8.38498 -1.02306 -3.80346 -0.1 -0.1 -0.1
H 9.39279 -2.46876 -2.01206 -0.4 0.8 0.1
H 8.43438 -3.83734 -2.33539 -0.3 -0.1 0.0
H 8.17309 -2.24951 0.29460 0.0 0.7 -0.3
H 9.07499 -3.65459 0.21544 1.0 0.1 -1.0
H 6.97558 -3.72264 0.98710 -0.3 -0.3 1.1
C -0.38316 3.58260 -4.97584 2.0 -0.7 -0.9
N 0.82714 2.88884 -5.67761 0.3 -0.7 0.3
C 1.39721 1.75486 -4.77348 -0.1 1.0 -0.8
C 0.42450 2.26194 -7.04930 -0.2 0.3 1.7
C 1.96748 3.92323 -5.98753 -1.3 0.2 -0.6
C 2.50904 4.82198 -4.85737 2.8 -1.6 -0.4
O 3.76328 5.38964 -5.35630 -3.3 1.8 0.6
H -0.52617 4.49579 -5.55353 -0.4 -0.1 0.3
H -0.00723 3.77269 -3.97054 -0.3 0.3 0.0
H -1.24224 2.91229 -4.94851 0.1 0.0 -0.2
H 2.26982 1.35069 -5.28661 0.0 0.1 0.0
H 0.68264 0.95092 -4.59692 -0.3 0.2 -0.4
H 1.71301 2.18680 -3.82385 0.0 0.1 -0.3
H 1.32151 1.79073 -7.45111 -0.2 0.3 -0.2
H -0.03430 3.04955 -7.64703 0.4 -0.1 -0.2
H -0.32676 1.50319 -6.83024 0.1 -0.1 0.0
H 1.57324 4.47746 -6.83929 -0.3 0.6 0.3
H 2.77322 3.40127 -6.50372 0.2 -0.5 0.7
H 2.89755 4.16408 -4.07999 -0.6 -0.4 0.4
H 1.84132 5.50500 -4.33225 0.0 0.5 -0.9
H 4.34637 4.65854 -5.57331 0.7 -0.7 0.1
C -0.91713 6.93546 3.86199 -0.7 0.4 -1.0
C -2.16875 7.15430 2.84957 2.0 -0.1 0.7
C -1.66912 7.47015 1.43216 -0.2 0.7 -0.6
N -2.80684 8.04054 0.51235 -0.7 0.4 1.3
C -4.17522 7.38691 0.71282 0.7 -1.9 -0.4
C -4.11995 5.90832 0.17729 -0.6 0.9 -1.6
C -3.72716 5.86497 -1.34730 -0.5 -0.1 1.8
C -2.44629 6.58021 -1.57632 0.5 1.8 -0.7
C -2.46960 8.06125 -0.99837 0.2 -1.8 1.8
C -2.97507 9.52988 0.90284 0.9 -0.5 -1.0
H -0.18456 7.73888 3.93928 -0.3 0.5 -0.6
H -0.36777 6.07282 3.48495 0.0 -0.2 0.3
H -1.17096 6.80583 4.91407 -0.6 -0.5 -0.3
H -2.85783 7.92559 3.19362 0.1 -0.1 0.2
H -2.66785 6.18735 2.78635 -0.3 0.1 0.3
H -1.10623 6.65285 0.98130 -0.9 -0.7 -0.3
H -0.89435 8.22926 1.32467 -0.2 0.6 0.7
H -4.45359 7.38299 1.76667 0.2 0.3 -0.1
H -4.88774 7.99793 0.15868 0.0 -0.1 -0.1
H -3.48299 5.23480 0.75066 0.2 0.3 0.2
H -5.09965 5.43176 0.14327 -0.3 0.4 0.7
H -3.64996 4.79919 -1.56237 -0.1 0.2 -0.5
H -4.49475 6.33320 -1.96349 -0.3 -0.2 0.1
H -1.59328 5.98388 -1.25249 0.2 0.3 0.4
H -2.32457 6.69370 -2.65354 0.2 0.1 -0.1
H -1.49267 8.54403 -0.97331 -0.1 0.1 -0.7
H -3.26218 8.71452 -1.36332 0.3 -0.3 -0.7
H -3.67220 9.96034 0.18395 -0.1 0.0 0.3
H -1.98175 9.93530 0.71029 -0.2 0.4 0.1
H -3.25396 9.75734 1.93171 -0.1 -0.6 -0.1
C -4.02488 -4.83500 7.46117 0.2 0.2 -0.2
C -3.24186 -4.00915 6.43983 1.0 0.0 -0.1
C -2.45684 -4.85506 5.41312 -0.4 -0.3 -0.2
N -2.35695 -4.25319 4.02610 -0.7 1.1 -1.5
C -1.58065 -2.90244 4.01059 -0.7 -0.3 0.8
C -0.13592 -3.07105 4.47066 0.2 0.3 -0.9
C 0.60944 -3.95886 3.46158 0.1 0.0 0.7
C -0.04417 -5.29960 3.23468 -2.0 -0.1 0.1
C -1.62296 -5.14305 2.99138 1.0 -0.2 0.7
C -3.78297 -3.96718 3.41091 1.3 -0.1 1.1
H -3.36810 -5.32856 8.17750 0.0 0.0 -0.1
H -4.64150 -5.59450 6.98050 -0.1 0.0 0.0
H -4.66334 -4.14097 8.00778 0.0 -0.2 0.1
H -2.48201 -3.42582 6.95987 -0.3 0.4 0.1
H -3.91588 -3.30267 5.95536 0.1 0.0 -0.1
H -2.95685 -5.81736 5.30326 0.0 -0.1 -0.3
H -1.42535 -5.05963 5.69994 -0.2 0.1 0.2
H -2.14581 -2.18385 4.60414 0.1 -0.1 0.4
H -1.71724 -2.55660 2.98597 0.5 0.0 -0.2
H -0.05323 -3.37059 5.51544 -0.2 -0.4 -0.1
H 0.34345 -2.09211 4.47335 -0.3 0.2 -0.1
H 1.66014 -4.09775 3.71622 0.1 0.0 0.2
H 0.62309 -3.47037 2.48726 -0.1 0.4 -0.1
H 0.05351 -6.04644 4.02257 0.4 0.2 0.2
H 0.42426 -5.71057 2.34037 -0.4 -0.4 -0.1
H -2.12778 -6.10908 2.99684 0.1 0.0 0.1
H -1.78083 -4.67925 2.01770 -0.1 0.2 0.1
H -3.59673 -3.51898 2.43493 -0.2 -0.4 -0.1
H -4.35278 -3.23747 3.98620 0.5 0.0 0.3
H -4.37827 -4.87930 3.45283 0.3 -0.1 -0.5
C 3.18340 2.33081 1.68479 0.7 0.7 -0.9
C 2.52142 3.54973 1.06052 -0.5 1.6 1.4
C 3.48563 4.65197 0.69585 0.5 0.3 -1.1
N 2.89181 5.99549 0.14427 0.0 -1.5 -0.1
C 4.11716 6.91988 -0.06882 -0.4 -1.3 -1.4
C 3.68251 8.16185 -0.77332 -0.5 0.8 0.5
C 2.81577 7.85630 -1.97053 -0.3 1.6 -1.3
C 1.61219 7.00613 -1.77503 -0.6 -2.1 1.1
C 2.10434 5.64971 -1.22212 -0.1 1.1 1.4
C 2.01283 6.55623 1.22197 0.1 -0.6 -0.6
H 2.45108 1.55993 1.92466 0.2 -0.1 -0.2
H 3.71597 2.61059 2.59374 -0.1 -0.1 0.0
H 3.93931 2.06278 0.94663 0.1 -1.0 0.2
H 2.03351 4.02149 1.91344 -1.4 -0.4 -0.3
H 1.91363 3.35745 0.17638 -0.4 -0.4 0.4
H 4.08731 4.25980 -0.12408 0.6 0.5 0.1
H 4.08080 4.96427 1.55395 0.2 -0.2 -0.2
H 4.66438 6.27820 -0.75938 0.8 0.3 0.2
H 4.63879 7.10185 0.87080 -0.2 -0.3 0.0
H 4.48662 8.81255 -1.11699 0.4 -0.5 0.1
H 3.19856 8.78553 -0.02171 -0.5 0.2 -0.1
H 3.44895 7.44403 -2.75616 0.0 -0.3 -0.1
H 2.44675 8.78173 -2.41270 0.3 0.3 0.1
H 0.92117 6.90215 -2.61155 0.7 -0.3 -0.7
H 0.86412 7.33030 -1.05156 0.3 0.7 0.5
H 2.74961 5.08787 -1.89746 0.5 0.3 0.2
H 1.30650 4.97382 -0.91435 -0.1 0.1 0.1
H 1.66104 7.56113 0.98849 0.2 -0.2 0.1
H 2.64831 6.52921 2.10715 -0.4 0.3 0.2
H 1.17906 5.86071 1.31778 -0.1 0.2 0.3
C -2.92061 1.50636 7.86545 0.5 0.4 0.1
F -4.02542 0.83404 7.48978 0.3 0.3 0.2
F -2.92532 2.71820 7.24275 0.0 -1.4 0.7
F -2.93896 1.70965 9.19077 0.0 -0.4 -1.4
S -1.30334 0.44393 7.38708 0.6 -0.2 0.2
O -0.51337 0.42635 8.60826 -1.1 0.2 -2.1
O -1.71946 -0.88141 6.80860 0.6 3.0 1.0
N -0.60247 1.55131 6.22015 -1.1 -1.8 1.7
S -1.25358 1.19646 4.85110 0.7 0.3 0.2
O -0.52404 0.16701 4.14849 0.0 -0.1 -1.3
O -2.68965 1.02535 4.90180 -0.5 0.3 -0.9
C -0.97936 2.80014 3.79843 -1.2 -1.3 3.7
F -1.59723 3.81619 4.40921 -0.3 0.1 -0.2
F 0.23614 3.13237 3.58318 2.8 0.5 0.0
F -1.51181 2.57261 2.64779 -1.7 -0.4 -2.6
C 5.32289 3.85868 -8.36534 0.8 -0.5 -0.6
F 4.21217 3.09861 -8.46631 0.1 0.3 -0.4
F 5.92794 4.01011 -9.57245 -0.8 -0.9 1.8
F 5.01188 5.04790 -7.93561 -0.6 0.8 0.3
S 6.41856 3.07445 -7.04309 3.3 2.4 -1.5
O 6.61710 1.68335 -7.34581 -0.8 0.7 0.3
O 7.60662 3.96149 -7.09731 -3.1 -1.8 0.6
N 5.40452 3.35278 -5.60639 -0.1 0.7 -4.2
S 6.13568 2.51881 -4.59198 3.4 -2.0 3.5
O 5.93906 1.06969 -4.78557 0.1 1.4 1.3
O 7.51071 3.01334 -4.33072 -2.8 -1.5 0.2
C 5.10201 2.87984 -2.96458 2.6 -1.5 -3.0
F 3.93583 2.19323 -3.13498 -0.3 1.1 1.0
F 5.78593 2.25169 -1.98369 -0.9 1.1 0.2
F 4.97054 4.19860 -2.77182 -0.7 -1.0 0.9
C -0.84187 -3.90061 -6.47816 -1.7 0.8 -0.8
F -0.27628 -3.61527 -7.67191 -0.9 -0.4 2.0
F -2.21463 -4.05907 -6.59980 2.4 0.5 -0.1
F -0.39482 -5.03277 -5.97724 0.6 -0.1 0.0
S -0.46730 -2.47959 -5.16501 -0.5 1.2 -2.8
O 0.58291 -2.93898 -4.31357 0.5 -0.6 0.8
O -0.18715 -1.24151 -5.96015 -1.0 -3.1 2.3
N -1.92852 -2.60409 -4.22941 3.3 -0.1 -0.6
S -2.71631 -1.38108 -4.71406 -2.5 3.9 -3.9
O -2.08807 -0.10539 -4.33704 -0.8 -0.8 0.4
O -3.09402 -1.51325 -6.14469 0.2 0.5 3.4
C -4.31816 -1.37560 -3.67448 -0.9 1.0 -2.2
F -4.05282 -1.29490 -2.37893 0.1 -0.3 0.5
F -5.15378 -0.35100 -4.01241 1.6 -0.3 0.5
F -5.03280 -2.43946 -3.98591 0.2 -1.2 0.7
C 7.51590 -3.40782 5.31315 -2.4 -2.5 -0.8
F 7.42524 -4.20642 6.35927 -0.4 -0.2 0.5
F 6.50202 -2.55979 5.28310 0.1 0.6 0.4
F 8.64101 -2.85270 5.33867 2.5 1.9 -0.4
S 7.33917 -4.57363 3.79291 2.8 -0.4 -0.3
O 8.73059 -4.88840 3.41390 -2.9 1.1 0.0
O 6.50616 -5.66524 4.23962 0.1 1.2 -0.9
N 6.59918 -3.47775 2.55584 1.0 -1.1 2.8
S 5.06658 -3.72279 2.67431 -3.0 -0.4 0.6
O 4.65559 -4.83335 1.81707 -0.5 0.9 -0.2
O 4.40884 -3.68560 3.98714 0.8 0.2 -1.6
C 4.31480 -2.07874 1.87523 0.9 -4.4 3.8
F 3.04537 -2.29656 1.53885 -1.5 0.0 -0.4
F 4.35154 -1.18070 2.82220 0.0 1.4 -0.2
F 4.96089 -1.80185 0.82132 1.5 1.9 -2.9
```
Positions in Å, forces in eV/Å.

Mulliken population analysis, charges in e, atoms 1 to 2: number 1, C, carries -1.2945; number 2, C, carries -0.4152